1.
This record from the Open Molecules 2025 dataset describes C21H46AlN2O2Sn as an isolated structure. The level of theory is wB97M-V/def2-TZVPD.

Spin multiplicity ... 1
Charge ... +1
Gap between HOMO and LUMO ... 0.18216 Eh

Structure (XYZ):
```
73
C21H46AlN2O2Sn wB97M-V/def2-TZVPD
C -5.79 -4.60 6.08
C -4.65 -5.48 5.56
C -3.29 -5.14 6.16
C -2.63 -3.87 5.62
C -2.52 -3.77 4.10
C -1.11 -4.19 3.61
C -0.21 -2.92 3.51
C -0.01 -2.46 2.07
C 1.28 -1.65 1.86
C 1.48 -1.29 0.37
C 1.44 0.25 0.17
C 2.46 0.76 -0.87
Al 1.77 2.29 -2.04
C 0.55 1.47 -3.40
C 1.22 1.12 -4.74
C 0.24 1.02 -5.93
C -0.08 2.39 -6.52
N -1.46 2.76 -6.17
C 3.49 2.82 -2.98
O 3.70 4.09 -3.40
C 2.59 4.67 -4.11
N 1.03 3.77 -1.15
C -0.02 3.39 -0.19
C 2.09 4.45 -0.49
C 2.38 5.88 -0.82
O 2.77 3.87 0.33
H -6.72 -5.14 5.90
H -5.89 -3.66 5.54
H -5.70 -4.45 7.15
H -4.67 -5.50 4.47
H -4.89 -6.49 5.88
H -2.64 -6.01 6.10
H -3.46 -4.97 7.22
H -3.10 -3.00 6.08
H -1.61 -3.87 6.00
H -3.23 -4.41 3.57
H -2.74 -2.76 3.77
H -0.63 -4.84 4.34
H -1.20 -4.67 2.65
H 0.74 -3.08 4.00
H -0.70 -2.14 4.09
H -0.88 -1.89 1.73
H 0.08 -3.35 1.45
H 1.17 -0.76 2.47
H 2.09 -2.27 2.23
H 0.61 -1.68 -0.14
H 2.39 -1.70 -0.03
H 0.43 0.50 -0.17
H 1.65 0.78 1.08
H 2.72 -0.11 -1.57
H 3.38 1.08 -0.37
H -0.35 2.04 -3.59
H 0.21 0.52 -2.97
H 1.98 1.85 -5.06
H 1.74 0.14 -4.70
H -0.65 0.47 -5.66
H 0.77 0.47 -6.71
H 0.63 3.15 -6.20
H 0.00 2.36 -7.61
H -1.74 3.62 -6.63
H -2.06 2.00 -6.48
H 3.67 2.03 -3.82
H 4.29 2.63 -2.20
H 2.11 5.42 -3.49
H 1.88 3.94 -4.48
H 3.00 5.19 -4.97
H -0.71 2.66 -0.60
H 0.39 2.95 0.72
H -0.57 4.27 0.14
H 3.21 5.91 -1.52
H 1.53 6.33 -1.33
H 2.69 6.44 0.05
Sn 4.05 0.34 -2.95
```

These are the Löwdin partial charges, in e, on atoms 1 to 5:
1. C -0.10
2. C -0.27
3. C -0.22
4. C -0.20
5. C -0.20

=====

2.
This record from the Open Molecules 2025 dataset describes a 2-piece molecular cluster, C4H9NO2 overall. The level of theory is wB97M-V/def2-TZVPD.

Spin multiplicity ... 1
SMILES string ... O=CNO.C=CC
Gap between HOMO and LUMO ... 0.36878 Eh

Structure (XYZ):
```
16
C4H9NO2 wB97M-V/def2-TZVPD
C -1.26 0.62 1.37
C -0.96 0.39 -0.07
C -1.75 -0.26 -0.92
H -0.01 0.91 -0.53
H -1.37 1.68 1.59
H -2.16 0.09 1.67
H -0.43 0.26 1.99
H -1.53 -0.32 -1.98
H -2.62 -0.81 -0.58
N 1.67 -0.10 -1.01
C 1.23 -1.02 -0.04
O 2.46 0.95 -0.54
O 1.59 -0.91 1.12
H 2.53 0.74 0.42
H 1.78 -0.29 -2.00
H 0.83 -1.93 -0.49
```

These are the Löwdin partial charges, in e, on atoms 1 to 5:
1. C -0.10
2. C -0.28
3. C -0.02
4. H 0.11
5. H 0.08

=====

3.
This record from the Open Molecules 2025 dataset describes C30H47N5SSn as an isolated structure. The level of theory is wB97M-V/def2-TZVPD.

Spin multiplicity ... 1
Charge ... -2
Gap between HOMO and LUMO (spin up / spin down) ... 0.08322 / 0.07521 Eh

Structure (XYZ):
```
84
C30H47N5SSn wB97M-V/def2-TZVPD
Sn -0.29 1.02 0.12
C -2.10 4.88 0.19
C -1.18 2.89 0.54
N -2.02 3.58 -0.24
H -1.07 5.85 1.89
N -0.75 3.74 1.49
H -2.69 5.64 -0.27
C 1.60 1.14 -1.18
C 2.26 -0.08 -1.42
C 3.52 -0.08 -2.04
C 4.10 1.13 -2.44
C 3.41 2.34 -2.27
C 2.15 2.33 -1.65
H 1.87 -1.08 -1.15
H 4.06 -1.01 -2.20
H 3.85 3.27 -2.59
H 1.60 3.28 -1.53
C 5.48 1.12 -2.99
H 5.79 2.08 -3.42
H 5.63 0.37 -3.77
H 6.22 0.88 -2.21
C -2.68 2.94 -1.40
C -3.77 3.87 -1.92
C -1.67 2.60 -2.50
H -3.34 4.80 -2.31
H -4.27 3.32 -2.73
H -4.50 4.08 -1.12
H -3.86 1.15 -1.78
H -4.09 1.88 -0.19
H -1.02 1.73 -2.27
C -3.34 1.65 -0.95
H -1.05 3.48 -2.74
H -2.25 2.32 -3.38
H -2.64 0.90 -0.53
C -1.30 4.98 1.28
C 1.55 2.89 2.08
H 2.14 3.81 1.97
H 2.06 2.25 2.82
C 0.14 3.26 2.59
H -0.37 2.06 4.31
C 0.26 4.39 3.60
H -0.73 4.66 4.01
H 1.56 2.35 1.11
H -0.11 1.06 2.85
H 0.75 5.25 3.10
H 0.92 4.00 4.39
C -0.52 2.02 3.22
H -1.62 2.00 3.07
C -0.47 -5.46 -0.10
N -0.23 -4.30 -0.83
H 0.40 -6.03 1.86
N 0.98 -4.15 0.94
H -1.20 -6.19 -0.41
C -1.12 -3.73 -1.84
C -1.39 -4.76 -2.92
C -2.48 -3.35 -1.26
H -1.98 -5.60 -2.54
H -1.95 -4.27 -3.73
H -0.46 -5.15 -3.34
H -0.85 -2.22 -3.34
H 0.65 -2.62 -2.44
H -2.42 -2.55 -0.52
C -0.44 -2.48 -2.36
H -2.97 -4.20 -0.78
H -3.13 -3.01 -2.08
H -0.63 -1.62 -1.69
C 0.32 -5.38 1.01
C 0.39 -2.95 3.03
H -0.31 -3.75 3.29
H 0.83 -2.58 3.96
C 1.50 -3.40 2.09
H 2.76 -1.67 2.32
C 2.42 -4.30 2.89
H 3.23 -4.71 2.29
H -0.21 -2.13 2.63
H 1.51 -1.47 1.11
H 1.87 -5.13 3.35
H 2.87 -3.70 3.69
C 2.22 -2.19 1.53
H 2.93 -2.47 0.75
C 0.78 -3.64 -0.27
S -2.54 -1.48 1.69
C -3.83 -0.54 1.39
N -4.75 0.16 1.15
```

These are the Löwdin partial charges, in e, on atoms 1 to 5:
1. Sn 0.94
2. C -0.05
3. C -0.31
4. N 0.00
5. H 0.10

=====

4.
This record from the Open Molecules 2025 dataset describes a 2-piece molecular cluster, C5H10O overall. The level of theory is wB97M-V/def2-TZVPD.

Spin multiplicity ... 1
Gap between HOMO and LUMO ... 0.33351 Eh

Structure (XYZ):
```
16
C5H10O wB97M-V/def2-TZVPD
O -2.67 0.12 0.46
C -2.24 0.77 -0.59
C 0.03 -0.65 -0.35
C 1.25 -0.86 0.54
C 1.67 0.58 0.21
C 0.19 0.92 -0.03
H -2.67 -0.86 0.40
H -1.94 0.01 -1.37
H -0.83 -1.29 -0.11
H 0.27 -0.83 -1.41
H 1.93 -1.68 0.31
H 0.91 -0.94 1.58
H 2.20 1.17 0.95
H 2.20 0.60 -0.75
H -0.28 1.23 0.91
H -0.02 1.70 -0.76
```

These are the Löwdin partial charges, in e, on atoms 1 to 5:
1. O -0.07
2. C -0.04
3. C -0.21
4. C -0.19
5. C -0.19

=====

5.
This record from the Open Molecules 2025 dataset describes a 2-piece molecular cluster, C9H14O overall. The level of theory is wB97M-V/def2-TZVPD.

Spin multiplicity ... 1
SMILES string ... Cc1ccc(O)cc1.CC
Gap between HOMO and LUMO ... 0.31868 Eh

Structure (XYZ):
```
24
C9H14O wB97M-V/def2-TZVPD
C -1.96 1.82 0.37
C -0.76 0.84 2.35
C -0.87 1.16 1.02
C 0.43 0.32 2.92
C 0.08 0.58 0.05
C 1.27 -0.23 1.99
C 1.17 -0.08 0.57
O 2.29 -1.01 2.44
H -1.57 1.10 2.88
H 0.60 0.46 3.95
H -2.90 2.06 0.88
H -1.47 2.60 -0.17
H -0.16 0.57 -1.00
H 2.03 -0.58 -0.03
H 2.94 -1.50 1.79
H -2.36 1.04 -0.44
C 0.84 -0.79 -2.69
C -0.52 -1.42 -2.19
H 1.52 -0.47 -1.92
H 1.43 -1.65 -2.99
H 0.61 -0.09 -3.66
H -0.36 -2.44 -2.29
H -1.36 -1.03 -2.72
H -0.93 -1.26 -1.12
```

These are the Löwdin partial charges, in e, on atoms 1 to 5:
1. C -0.08
2. C -0.04
3. C -0.30
4. C 0.01
5. C -0.06

=====

6.
This record from the Open Molecules 2025 dataset describes a 2-piece molecular cluster, C7H12IN3O overall. The level of theory is wB97M-V/def2-TZVPD.

Spin multiplicity ... 1
Gap between HOMO and LUMO (spin up / spin down) ... 0.25829 / 0.25832 Eh

Structure (XYZ):
```
24
C7H12IN3O wB97M-V/def2-TZVPD
C 1.15 -1.91 -0.70
C 1.36 -1.02 1.29
C 0.56 -1.87 0.58
C -0.15 2.45 -0.51
C -1.46 0.31 -0.47
C 3.16 0.47 0.88
C -0.65 1.31 0.26
N 2.29 -1.09 -0.70
N 2.34 -0.55 0.50
N -0.58 -2.69 0.81
O -0.47 1.17 1.43
I 5.09 0.36 -0.08
H 0.79 -2.37 -1.72
H 1.47 -0.82 2.34
H -0.67 2.83 -1.36
H 0.68 2.03 -1.07
H 0.16 3.40 0.13
H -1.24 0.28 -1.53
H -2.53 0.54 -0.20
H -1.37 -0.66 -0.02
H 3.27 0.37 1.96
H -0.91 -2.96 -0.08
H -1.22 -2.43 1.51
H 3.04 -0.76 -1.34
```

These are the Löwdin partial charges, in e, on atoms 1 to 5:
1. C -0.04
2. C -0.04
3. C -0.32
4. C -0.03
5. C -0.02

=====

F_max values, unit eV/A, following the record order: 2.037; 3.537; 4.910; 0.892; 4.260; 3.454.